A) Here is a gas-phase ion, CH3N2O3S (charge -1) from the OMol25 dataset. Energies are from ωB97M-V with the def2-TZVPD basis set.

SMILES string   O=S(=O)([O-])C1NN1
Charge   -1
E_HOMO   -5.169 eV

Atoms and positions in Å:
S1 -0.556 -0.656 -0.991
O1 -0.451 -1.831 -0.044
O2 0.328 -0.597 -2.169
O3 -1.940 -0.250 -1.290
N1 -0.050 0.563 1.399
N2 1.200 0.064 0.854
C1 0.264 0.659 0.003
H1 0.067 1.365 2.040
H2 0.913 -0.963 0.759
H3 0.224 1.647 -0.560

B) Here is 2 unconnected molecules or ions with the total composition CH3N2O3S from the OMol25 dataset. Energies are from ωB97M-V with the def2-TZVPD basis set.

Charge   -1
E_HOMO   -3.308 eV

Atoms and positions in Å:
S1 1.163 -0.533 0.556
O1 2.579 -0.582 0.319
O2 0.495 -1.430 -0.772
O3 0.618 -1.227 1.734
N1 -2.053 0.770 -1.376
N2 -2.917 1.236 -0.849
C1 0.554 1.098 0.495
H1 -0.374 -1.671 -0.508
H2 -0.455 0.930 0.870
H3 0.391 1.408 -0.468

Quick one: most stable of them? B)

A) Here is C2H5N3S2 in the gas phase from the OMol25 dataset. Energies are from ωB97M-V with the def2-TZVPD basis set.

SMILES string   N/N=C\NSC=S
E_HOMO   -8.131 eV

Atoms and positions in Å:
S1 0.610 -0.861 -1.275
S2 -0.169 -2.255 1.207
N1 1.194 0.119 -0.026
N2 -1.444 1.068 0.320
N3 -0.397 1.922 0.187
C1 -0.116 -2.149 -0.416
C2 0.793 1.440 0.100
H1 -0.509 -2.913 -1.088
H2 1.574 2.173 0.080
H3 -1.346 0.065 0.460
H4 2.131 -0.103 0.340
H5 -2.322 1.493 0.111

B) Here is C2H5N3S2 in the gas phase from the OMol25 dataset. Energies are from ωB97M-V with the def2-TZVPD basis set.

SMILES string   NN(C=S)/C=N\S
E_HOMO   -8.191 eV

Atoms and positions in Å:
S1 1.507 2.619 0.142
S2 -2.114 -1.906 -0.374
N1 -0.463 -1.972 -0.069
N2 0.614 0.048 0.065
N3 -0.721 0.446 0.483
C1 1.630 1.017 0.001
C2 0.650 -1.241 -0.069
H1 -1.000 1.164 -0.229
H2 2.573 0.520 -0.253
H3 1.565 -1.697 0.068
H4 -0.678 0.836 1.512
H5 -2.435 -0.535 -0.328

Quick one: most stable of them? A)

A) Here is C2H5N3S2 in the gas phase from the OMol25 dataset. Energies are from ωB97M-V with the def2-TZVPD basis set.

SMILES string   N/N=C(/N)C(=S)S
E_HOMO   -8.868 eV

Atoms and positions in Å:
S1 2.686 -0.169 -0.676
S2 1.042 1.959 0.596
N1 -1.586 0.798 -0.761
N2 0.413 -1.736 0.805
N3 -1.152 -0.371 -0.228
C1 1.310 0.382 -0.072
C2 0.134 -0.474 0.105
H1 -0.909 0.863 -1.530
H2 -0.392 1.709 0.096
H3 1.252 -1.520 1.298
H4 -2.443 0.598 -1.250
H5 -0.354 -2.039 1.617

B) Here is C2H5N3S2 in the gas phase from the OMol25 dataset. Energies are from ωB97M-V with the def2-TZVPD basis set.

E_HOMO (alpha / beta)   -8.213 / -8.587 eV

Atoms and positions in Å:
S1 -0.408 2.204 -0.547
S2 1.165 -1.192 0.096
N1 0.993 2.654 0.018
N2 0.859 -2.672 -0.406
N3 -1.479 -1.203 -0.456
C1 -0.533 -0.543 0.018
C2 -0.714 0.807 0.618
H1 1.397 3.414 -0.513
H2 1.699 -3.235 -0.403
H3 -0.017 0.986 1.433
H4 -1.214 -2.123 -0.804
H5 -1.749 0.903 0.946

Quick one: most stable of them? A)

A) Here is 3 unconnected molecules or ions with the total composition C2H12NO2S from the OMol25 dataset. Energies are from ωB97M-V with the def2-TZVPD basis set.

Charge   +1
E_HOMO   -12.870 eV

Atoms and positions in Å:
S1 -0.010 -0.563 -2.067
O1 0.892 2.112 2.796
O2 1.315 -2.552 0.269
N1 -0.720 1.731 0.391
C1 -0.705 0.161 0.549
C2 -1.205 -0.611 -0.718
H1 1.213 -3.396 0.778
H2 1.233 1.733 3.665
H3 -2.178 -0.127 -0.984
H4 0.875 0.448 -1.738
H5 -1.356 -0.066 1.376
H6 -1.401 1.992 -0.323
H7 -1.021 2.081 1.283
H8 0.255 2.034 0.068
H9 0.151 -0.202 0.969
H10 1.005 3.028 2.757
H11 -1.430 -1.669 -0.415
H12 1.663 -2.740 -0.603

B) Here is 3 unconnected molecules or ions with the total composition C2H12NO2S from the OMol25 dataset. Energies are from ωB97M-V with the def2-TZVPD basis set.

Charge   +1
E_HOMO   -12.715 eV

Atoms and positions in Å:
S1 0.263 2.143 0.895
O1 0.595 -3.329 -0.209
O2 -0.537 0.739 -2.503
N1 -0.896 -0.988 -0.215
C1 -0.485 -0.474 1.103
C2 0.753 0.433 0.929
H1 -0.389 -1.256 1.841
H2 -0.173 -1.426 -0.789
H3 -1.369 0.044 1.451
H4 -1.162 -0.162 -0.775
H5 1.110 -3.860 0.413
H6 -0.704 1.681 -2.702
H7 1.306 0.105 0.056
H8 -1.820 -1.432 -0.247
H9 -0.629 0.309 -3.357
H10 1.232 2.619 0.097
H11 0.939 -3.608 -1.055
H12 1.645 0.258 1.571

C) Here is 3 unconnected molecules or ions with the total composition C2H12NO2S from the OMol25 dataset. Energies are from ωB97M-V with the def2-TZVPD basis set.

Charge   +1
E_HOMO   -12.964 eV

Atoms and positions in Å:
S1 -2.352 0.753 0.204
O1 3.216 -1.033 -0.790
O2 0.596 -0.391 -2.060
N1 0.890 0.704 0.472
C1 0.148 -0.517 1.074
C2 -1.266 -0.004 1.443
H1 0.646 -0.749 2.013
H2 0.559 1.176 -0.389
H3 -1.725 -0.959 1.700
H4 -1.075 0.809 2.174
H5 3.441 -1.150 -1.711
H6 -2.866 -0.371 -0.301
H7 0.770 1.320 1.282
H8 1.911 0.538 0.390
H9 1.322 -0.918 -1.548
H10 3.976 -0.792 -0.236
H11 1.087 -0.096 -2.837
H12 0.232 -1.357 0.415

Quick one: most stable of them? B)

A) Here is 2 unconnected molecules or ions with the total composition C2H4N4O2 from the OMol25 dataset. Energies are from ωB97M-V with the def2-TZVPD basis set.

E_HOMO   -8.970 eV

Atoms and positions in Å:
O1 -2.473 0.050 -0.245
O2 0.040 2.131 0.097
N1 0.697 -1.412 -0.160
N2 -0.982 -0.067 -0.118
N3 -0.598 -1.383 0.376
N4 2.539 0.005 -0.226
C1 0.004 0.881 0.028
C2 1.084 -0.162 0.095
H1 -2.876 0.502 0.629
H2 3.056 -0.903 0.181
H3 2.959 0.770 0.482
H4 -1.794 -2.136 0.055

B) Here is a molecular structure, C2H4N4O2 from the OMol25 dataset. Energies are from ωB97M-V with the def2-TZVPD basis set.

E_HOMO   -9.296 eV

Atoms and positions in Å:
O1 -1.078 1.089 2.177
O2 -0.469 -1.639 1.005
N1 0.486 1.174 -0.888
N2 0.440 -0.182 -0.657
N3 0.706 -1.060 -1.678
N4 -0.037 1.685 0.128
C1 -0.076 -0.491 0.555
C2 -0.219 0.754 1.078
H1 -0.057 -2.038 -1.161
H2 1.808 -1.098 -1.209
H3 0.062 1.494 -1.726
H4 -1.566 0.311 2.375

Quick one: most stable of them? B)

A) Here is a molecular structure, C2H4N4O2 from the OMol25 dataset. Energies are from ωB97M-V with the def2-TZVPD basis set.

E_HOMO   -8.651 eV

Atoms and positions in Å:
O1 -0.643 1.719 -0.466
O2 -2.574 -0.199 0.080
N1 0.573 -1.573 -0.435
N2 -1.140 -0.438 -0.089
N3 2.278 0.286 0.178
N4 -0.601 -1.787 -0.326
C1 0.939 -0.236 -0.286
C2 -0.185 0.450 -0.161
H1 2.912 -0.427 1.072
H2 -1.577 1.554 -0.347
H3 2.845 0.834 -0.378
H4 -2.828 -0.184 1.158

B) Here is C2H4N4O2 in the gas phase from the OMol25 dataset. Energies are from ωB97M-V with the def2-TZVPD basis set.

SMILES string   Nc1nn(N)c(=O)o1
E_HOMO   -8.826 eV

Atoms and positions in Å:
O1 0.589 1.140 -0.221
O2 -1.714 1.479 0.192
N1 -1.808 -1.391 0.138
N2 2.547 -0.157 0.137
N3 0.631 -1.146 0.138
N4 -0.691 -0.652 -0.342
C1 -0.781 0.731 -0.119
C2 1.253 0.020 0.054
H1 3.027 -0.897 -0.267
H2 3.047 0.973 0.244
H3 -2.240 -0.450 0.876
H4 -2.419 -1.664 -0.731

C) Here is 2 unconnected molecules or ions with the total composition C2H4N4O2 from the OMol25 dataset. Energies are from ωB97M-V with the def2-TZVPD basis set.

E_HOMO (alpha / beta)   -9.778 / -9.627 eV

Atoms and positions in Å:
O1 3.212 0.146 0.123
O2 1.892 -1.544 -0.435
N1 0.475 0.312 0.972
N2 -0.628 1.591 -0.367
N3 0.440 1.417 0.214
N4 2.261 -0.460 -0.152
C1 -0.595 -0.501 0.399
C2 -1.555 0.438 -0.361
H1 -2.430 0.474 0.311
H2 -1.101 -1.111 1.083
H3 -0.100 -1.159 -0.365
H4 -1.871 0.397 -1.422

Quick one: most stable of them? B)